A 3-piece molecular cluster, C5H12O3 overall at a distorted geometry, computed with wB97M-V/def2-TZVPD.

Highest occupied orbital energy: -8.0 eV
Charge: 0
SMILES: C/C=C/C=C/O.O.O

Atoms and positions in Å:
1 C -0.87915 2.26848 1.07483
2 C -0.31564 1.47878 -0.10270
3 C -0.70751 0.21329 -0.32179
4 C 0.04519 -0.65063 -1.28506
5 C 1.27312 -0.41923 -1.71214
6 O 1.89637 -0.91718 -2.72797
7 H -1.88437 2.60349 0.99542
8 H -0.77915 1.79534 2.04385
9 H -0.21098 3.18927 1.08973
10 H 0.37357 2.11927 -0.61785
11 H -1.57129 -0.18630 0.19724
12 H -0.61290 -1.43219 -1.57121
13 H 1.86776 0.51975 -1.40331
14 H 1.55533 -1.84044 -2.80053
15 O 1.25366 0.53837 2.69152
16 H 0.67608 -0.12116 3.06881
17 H 2.01132 -0.05457 2.50620
18 O -1.15832 -3.32957 -0.58564
19 H -0.65909 -2.56405 -0.06779
20 H -2.17400 -3.21072 -0.47160

Electronic structure analysis, Mulliken charges in units of e: -1.176, -0.133, -0.135, -0.875, -0.178, -0.459, 0.361, 0.269, 0.284, 0.351, 0.336, 0.736, 0.256, 0.336, -0.605, 0.304, 0.294, -0.688, 0.392, 0.330


A 2-piece molecular cluster, C5H12O3 overall at a distorted geometry, computed with wB97M-V/def2-TZVPD.

Highest occupied orbital energy: -10.4 eV
Charge: 0
SMILES: CCOC(=O)CC.O

Atoms and positions in Å:
1 C 0.88873 -2.56981 0.24148
2 C 1.25234 -1.16231 -0.34379
3 O 0.39851 -0.19971 0.24372
4 C -0.76066 -0.03240 -0.36057
5 O -1.22793 -0.72200 -1.24816
6 C -1.45341 1.21134 0.22592
7 C -2.82924 1.56218 -0.31624
8 H 1.18997 -2.55246 1.30241
9 H 1.55208 -3.26405 -0.30129
10 H -0.14549 -2.94751 0.17555
11 H 1.10908 -1.23781 -1.43889
12 H 2.31564 -0.91539 -0.15970
13 H -1.57525 1.07597 1.31784
14 H -0.72264 2.02763 0.06745
15 H -3.26994 0.59858 -0.62260
16 H -2.78172 2.22342 -1.19779
17 H -3.48783 2.02666 0.43685
18 O 3.28935 1.39771 0.97147
19 H 2.92547 2.31176 0.99073
20 H 3.33296 1.16819 0.01561

Electronic structure analysis, Mulliken charges in units of e: -1.114, -0.219, -0.259, 0.544, -0.590, -0.263, -1.044, 0.298, 0.349, 0.311, 0.325, 0.244, 0.267, 0.252, 0.290, 0.269, 0.320, -0.624, 0.313, 0.330


Ordered calculated total energy results: -423.327284, -423.425575; unit a.u..